Model w:
The following is a quantum chemistry calculation of 2 unconnected molecules or ions with the total composition C4H4Cl2O, from the OMol25 dataset.

Positions of all 11 atoms, in Å:
C (-1.4870, 0.0712, -0.3802)
O (1.0664, 0.8225, 1.7810)
C (1.6798, 1.0853, 0.6190)
Cl (-2.5167, 1.4099, 0.1245)
H (-1.1829, -0.9274, 1.4100)
Cl (0.6452, 2.0790, -0.5468)
H (2.6764, 1.2998, 0.5639)
H (-1.2575, 0.1093, -1.4256)
C (-0.9269, -0.8406, 0.3549)
H (-0.2880, -1.4168, -0.1758)
C (1.2191, -0.2229, 1.1192)

Calculated values
Highest occupied orbital energy (spin up / spin down)   -7.01 / -9.97 eV
<S²>   2.02
2S+1   3
E_LUMO (spin up / spin down)   0.87 / -2.50 eV
Orbital gap (spin up / spin down)   7.88 / 7.47 eV

=====

Model x:
The following is a quantum chemistry calculation of a single C4H4Cl2O molecule, from the OMol25 dataset.

Positions of all 11 atoms, in Å:
H (1.4555, -1.6075, -0.1856)
C (0.5012, -0.7111, -2.1783)
H (-0.5122, -1.0863, 1.3384)
H (-1.4094, -0.3599, -0.1411)
Cl (0.6665, -2.0724, -3.1126)
H (0.7551, 1.3096, -0.4614)
C (-0.3755, -0.4020, 0.3444)
Cl (1.8093, 0.7907, 1.5323)
C (0.7854, 0.4272, 0.1525)
O (0.2748, 0.3675, -2.5889)
C (0.7767, -0.8761, -0.4501)

Calculated values
Highest occupied orbital energy (spin up / spin down)   -5.97 / -10.74 eV
<S²>   2.01
2S+1   3
E_LUMO (spin up / spin down)   0.81 / -3.52 eV
Orbital gap (spin up / spin down)   6.78 / 7.21 eV

=====

Of them, model w has the lowest stability.

=====

Model w:
The following is a quantum chemistry calculation of 2 unconnected molecules or ions with the total composition C5H13N2O, from the OMol25 dataset.

Positions of all 21 atoms, in Å:
C (2.5426, 0.4711, -0.3432)
H (-5.6372, -0.6345, -0.2880)
C (2.1968, 0.0334, 1.0804)
C (1.2752, 0.4352, -1.2382)
C (-0.4742, -1.2709, -0.4970)
H (0.2983, 0.6559, 1.5652)
H (-0.8542, -2.2861, -0.6466)
N (-5.2459, 0.1237, 0.2502)
C (0.6734, -0.8934, -1.2988)
N (1.2614, 0.9522, 1.6944)
H (3.3138, -0.1805, -0.7576)
H (0.9599, -1.6341, -2.0420)
H (0.5208, 1.1225, -0.8435)
H (1.5549, 0.7443, -2.2505)
H (2.9723, 1.4719, -0.3244)
O (-1.0007, -0.5139, 0.2864)
H (-4.6159, 0.6298, -0.3383)
H (1.4193, 1.1057, 2.6799)
H (-5.9742, 0.7082, 0.5979)
H (1.7240, -0.9712, 1.0223)
H (3.0896, -0.0694, 1.6913)

Calculated values
Highest occupied orbital energy   -12.11 eV
Charge   +1
E_LUMO   -8.41 eV
Orbital gap   3.70 eV

=====

Model x:
The following is a quantum chemistry calculation of a gas-phase ion, C5H13N2O (charge +1), from the OMol25 dataset.

Positions of all 21 atoms, in Å:
H (2.2477, 2.6493, -0.2675)
H (0.5140, 3.3320, 1.2088)
C (-0.8438, 1.8585, 0.1474)
H (0.8300, 1.5397, 1.4128)
H (-1.4490, 0.4116, -1.1929)
H (-0.2946, -4.1852, -0.4735)
C (0.5267, 2.3526, 0.6609)
H (-1.1083, -0.6177, 1.1852)
H (-1.7300, -3.0094, 0.7572)
H (-1.5289, 2.6428, -0.1705)
C (-0.4973, 0.7642, -0.8465)
C (0.4148, -0.4317, -0.2817)
H (0.0325, 1.1212, -1.6799)
N (0.1180, -3.2825, -0.2091)
H (1.3282, -0.0147, 0.1213)
C (-0.8282, -2.5149, 0.3521)
O (1.3563, 2.3095, -0.4537)
H (1.0544, -3.0702, -0.5956)
N (-0.4874, -1.2373, 0.6649)
H (0.6186, -1.1356, -1.0651)
H (-1.4117, 1.3271, 1.0055)

Calculated values
Highest occupied orbital energy   -13.62 eV
Charge   +1
E_LUMO   -3.92 eV
Orbital gap   9.70 eV

=====

Of them, model w has the lowest stability.

=====

Model w:
The following is a quantum chemistry calculation of a gas-phase ion, C5H13N2O (charge +1), from the OMol25 dataset.

Positions of all 21 atoms, in Å:
H (-1.3621, -1.0352, -1.4645)
H (-1.5890, -2.3903, 0.3842)
C (0.3380, -2.5528, 0.6353)
H (-1.3576, 2.6256, -0.8225)
H (-1.2091, 0.5898, 1.0713)
H (-2.4252, 0.6436, -0.1378)
C (0.5788, 2.2211, 0.0383)
H (2.0699, 1.0252, -0.4535)
C (-0.6900, 1.7656, -0.6829)
H (2.3325, -2.3149, 1.0914)
O (1.4600, 1.0872, 0.2655)
C (-1.3379, 0.5796, -0.0177)
H (1.1881, 2.9580, -0.4819)
H (0.2246, -0.4580, -0.9001)
H (0.3861, 2.6854, 1.0126)
H (0.4539, -3.6290, 0.7476)
N (-0.7457, -1.8343, 0.4011)
N (1.4622, -1.8854, 0.8379)
H (1.4462, -0.8635, 0.7996)
C (-0.7728, -0.7317, -0.5995)
H (-0.4508, 1.5140, -1.7245)

Calculated values
Highest occupied orbital energy   -14.28 eV
Charge   +1
E_LUMO   -3.78 eV
Orbital gap   10.50 eV

=====

Model x:
The following is a quantum chemistry calculation of a molecular structure, C5H13N2O, from the OMol25 dataset.

Positions of all 21 atoms, in Å:
H (0.3383, 1.7270, 2.9812)
C (-1.7973, 0.1000, 2.9541)
H (1.0187, -6.1143, -30.5762)
H (0.4664, -5.6213, -30.6120)
H (1.4331, 0.6626, 5.4265)
H (-0.2165, 0.6586, 5.5712)
C (2.0459, 0.3335, 3.2358)
H (-0.3719, -1.3812, 3.5004)
O (2.6489, -0.1781, 4.2452)
C (-0.5465, -0.3120, 3.3935)
H (-3.7842, -0.1108, 2.2696)
N (0.3934, 2.6982, 2.1160)
C (0.4796, 0.6849, 3.6856)
H (-2.8646, -1.7161, 2.6548)
H (2.4950, 1.2965, 2.9526)
C (-2.8983, -0.6318, 2.6046)
H (2.0388, -0.3269, 2.3473)
H (0.0045, 2.3389, 1.2556)
H (0.5295, 3.7050, 2.1604)
N (0.5624, 1.0265, 5.0357)
H (-1.9753, 1.1608, 2.7981)

Calculated values
Highest occupied orbital energy   -12.88 eV
Charge   +1
E_LUMO   -7.60 eV
Orbital gap   5.28 eV

=====

Of them, model x has the lowest stability.

=====

Model w:
The following is a quantum chemistry calculation of a gas-phase ion, C5H13N2O (charge +1), from the OMol25 dataset.

Positions of all 21 atoms, in Å:
H (0.6192, 3.0813, 0.5940)
H (-0.2645, -0.5408, 1.9226)
H (-2.3520, -1.2165, -0.6193)
H (-0.8272, 1.9921, 0.3212)
C (-2.0074, -0.3661, -0.2466)
H (-0.2781, -1.2603, -2.0208)
C (0.1689, -0.3784, 0.9645)
C (1.5271, -0.9374, 0.6734)
H (2.2450, -0.1135, -1.2164)
H (1.8173, -1.9013, -1.2302)
H (1.5534, -1.8075, 1.2047)
H (0.6544, 1.8271, -0.4594)
H (0.1232, 0.4923, -1.9743)
C (1.5355, -0.9137, -0.8886)
N (0.2345, 2.0726, 0.4675)
H (-2.3914, 0.5014, -0.8693)
H (-2.2659, -0.2454, 0.8207)
O (0.5619, 1.1611, 1.4332)
N (-0.6232, -0.4808, -0.1463)
H (2.2566, -0.3528, 1.2056)
C (0.2082, -0.4976, -1.4105)

Calculated values
Highest occupied orbital energy   -13.55 eV
Charge   +1
E_LUMO   -3.64 eV
Orbital gap   9.92 eV

=====

Model x:
The following is a quantum chemistry calculation of a gas-phase ion, C5H13N2O (charge +1), from the OMol25 dataset.

Positions of all 21 atoms, in Å:
O (-0.3295, -0.8451, -1.6218)
H (-0.7565, 0.7947, 1.9289)
H (-2.4654, 0.1580, 0.5253)
H (-0.8236, -2.1654, 1.4386)
N (1.9379, 1.3873, -0.9374)
H (1.0923, -0.7992, 0.3743)
N (-0.4699, 0.4419, 1.0356)
C (-1.2285, -0.1751, -1.1687)
H (1.7195, 2.3360, -1.2182)
H (-1.7072, 0.6315, -1.7488)
H (1.2568, -0.1745, 1.9707)
H (1.2531, 0.7136, -1.3144)
C (-1.4977, -0.3236, 0.3576)
H (1.3617, 2.2305, 0.9032)
C (-1.5654, -1.8337, 0.7161)
H (2.8317, 1.1094, 0.9654)
H (-2.5674, -2.0032, 1.1120)
H (-1.4512, -2.4543, -0.1643)
C (0.9194, 0.1162, 0.9578)
H (2.7549, 1.0549, -1.4596)
C (1.8181, 1.2885, 0.6068)

Calculated values
Highest occupied orbital energy   -12.78 eV
Charge   +1
E_LUMO   -3.40 eV
Orbital gap   9.37 eV

=====

Model y:
The following is a quantum chemistry calculation of a gas-phase ion, C5H13N2O (charge +1), from the OMol25 dataset.

Positions of all 21 atoms, in Å:
H (2.0604, 1.7854, 0.6843)
C (1.1552, 1.3480, 1.0751)
C (-0.0209, -1.9300, -0.2880)
H (1.9967, 1.3624, -1.2100)
H (-0.0642, -1.8388, -1.3655)
H (0.8946, -2.3028, 0.0613)
H (0.2613, 1.9960, 0.7781)
H (-0.6019, -2.7736, -0.0499)
N (1.0639, 0.1654, 0.2124)
H (0.3150, 1.1842, -1.5394)
H (-3.4815, 0.3246, -0.2151)
O (-1.4313, 1.0874, -1.1071)
N (-2.7613, -0.0293, 0.3432)
H (1.2582, 1.0036, 2.1294)
H (-0.3488, -0.8960, 1.5460)
C (-1.5247, 0.2793, -0.2318)
C (1.1770, 0.6553, -1.1848)
H (1.8884, -0.4864, 0.4464)
H (-2.9920, -0.1449, 1.2744)
H (1.3343, -0.2346, -1.8306)
C (-0.1782, -0.5551, 0.4720)

Calculated values
Highest occupied orbital energy   -14.19 eV
Charge   +1
E_LUMO   -3.13 eV
Orbital gap   11.05 eV

=====

Of them, model w has the lowest stability.

=====

Model w:
The following is a quantum chemistry calculation of 2 unconnected molecules or ions with the total composition C5H13N2O, from the OMol25 dataset.

Positions of all 21 atoms, in Å:
C (1.7218, 0.7365, -1.2749)
C (-2.0706, 0.1588, -0.5884)
H (3.4884, -0.7167, 1.2013)
H (2.2124, 1.8239, -1.2947)
C (3.5720, 0.0051, 0.3112)
H (0.5937, 0.8918, -1.4131)
H (4.0469, 0.9738, 0.4478)
H (0.2332, -0.3203, 0.4220)
H (2.0964, 0.2427, -2.1004)
H (-1.6974, -1.1295, 0.9043)
H (4.0424, -0.6402, -0.5513)
H (-1.6680, 0.6651, -1.4667)
O (-3.4275, 0.2436, -0.5273)
H (-3.3680, 0.2048, 1.4622)
C (-4.0400, -0.1672, 0.6933)
C (2.1348, 0.1414, -0.0143)
H (-4.1788, -1.2485, 0.7620)
N (-1.3309, -0.5822, 0.1357)
H (1.3822, -1.0532, 1.4800)
H (-4.9854, 0.2276, 0.6801)
N (1.2422, -0.4576, 0.7315)

Calculated values
Highest occupied orbital energy   -14.22 eV
Charge   +1
E_LUMO   -3.80 eV
Orbital gap   10.42 eV

=====

Model x:
The following is a quantum chemistry calculation of a molecular structure, C5H13N2O, from the OMol25 dataset.

Positions of all 21 atoms, in Å:
N (2.2966, 0.0844, 0.3985)
H (2.6187, 1.0469, -1.4237)
C (-0.3640, -0.3547, -1.1655)
H (0.1556, 1.6817, 1.7789)
H (0.3072, 0.5856, -0.7896)
N (-1.4898, 1.5653, 0.0244)
H (-1.6834, -2.7267, -0.4728)
H (4.0802, 0.8579, -0.2947)
H (-1.8535, -2.3642, 1.3344)
H (-2.4123, 1.8953, 0.0117)
H (-0.3605, -0.5255, 1.0259)
O (0.8257, 1.3839, 2.4219)
C (-0.9874, 0.9703, -1.0982)
H (-1.0471, 1.2984, -2.0927)
H (-2.5842, -1.2593, 0.2311)
C (-0.4360, -1.1477, 0.2402)
C (3.0242, 0.7538, -0.4829)
H (1.4063, 0.8784, 1.8507)
C (-1.7440, -1.9008, 0.2965)
H (0.4825, -1.8035, 0.2578)
H (-0.2349, -0.9195, -2.0520)

Calculated values
Highest occupied orbital energy   -13.31 eV
Charge   +1
E_LUMO   -8.97 eV
Orbital gap   4.35 eV

=====

Model y:
The following is a quantum chemistry calculation of a gas-phase ion, C5H13N2O (charge +1), from the OMol25 dataset.

Positions of all 21 atoms, in Å:
H (-1.3758, 0.8237, -0.8292)
H (-1.0120, 0.8759, 2.2536)
H (-0.6614, 2.4367, -1.0737)
H (0.6026, 1.3863, -3.0249)
H (0.6866, 1.8583, 0.8166)
C (-0.1186, 0.8050, -2.4223)
H (-0.2074, -1.9574, 2.7853)
H (-0.2044, -2.1408, 0.4791)
H (1.4855, 0.8506, -0.2266)
H (-1.2812, -0.9670, 3.8138)
H (0.6555, -1.2955, -0.6779)
C (0.4749, 1.0303, 0.1202)
O (0.5924, -0.4300, -2.1800)
N (0.5596, -1.4726, 0.3596)
H (-1.0418, 0.6619, -3.0606)
N (-0.8047, -1.1706, 2.9544)
C (-0.0128, -0.1632, 0.9088)
H (1.2127, -0.6139, -2.8953)
C (-0.5298, -0.0925, 2.1477)
H (1.4398, -1.7829, 0.8048)
C (-0.4596, 1.3577, -1.0535)

Calculated values
Highest occupied orbital energy   -12.60 eV
Charge   +1
E_LUMO   -3.20 eV
Orbital gap   9.39 eV

=====

Of them, model x has the lowest stability.

=====

Model w:
The following is a quantum chemistry calculation of a gas-phase ion, C4H2ClO2 (charge -1), from the OMol25 dataset.

Positions of all 9 atoms, in Å:
H (0.5575, -0.2943, 0.2087)
O (-2.9673, 0.4705, -1.8400)
C (-2.6436, 0.2804, -0.6919)
C (-2.7637, 0.2489, 0.7764)
C (-1.5384, 0.4985, 0.1419)
Cl (0.8996, 1.9939, -0.4126)
O (-3.3200, -0.0039, 1.8400)
C (-0.1283, 0.5659, 0.4038)
H (0.2776, 0.6733, 1.4399)

Calculated values
Highest occupied orbital energy   -3.84 eV
Charge   -1
E_LUMO   3.65 eV
Orbital gap   7.49 eV

=====

Model x:
The following is a quantum chemistry calculation of 2 unconnected molecules or ions with the total composition C4H2ClO2, from the OMol25 dataset.

Positions of all 9 atoms, in Å:
O (0.0478, 2.1115, 0.3290)
Cl (3.3343, -0.0661, -0.5254)
C (-0.8070, -1.3988, 0.1243)
H (-1.1967, 0.5426, 0.2593)
O (-0.2048, -2.3609, 0.4390)
C (1.0186, 1.4310, 0.1392)
H (-2.4493, -0.3503, -0.4626)
C (-1.4931, -0.3526, -0.1870)
C (1.7501, 0.4435, -0.1160)

Calculated values
Highest occupied orbital energy   -2.85 eV
Charge   -1
E_LUMO   3.77 eV
Orbital gap   6.62 eV

=====

Of them, model x has the lowest stability.